ORCA calculation (the ωB97M-V functional and the def2-TZVPD basis) on a 12-piece molecular cluster, C4H32NO12S2 overall at a distorted geometry.

```
51
Properties=species:S:1:pos:R:3:mulliken_charge:R:1
N 0.9815 -0.7538 0.2683 -0.42
C -0.2804 -0.0584 -0.1429 1.12
C 0.1866 1.0095 -1.1997 -0.61
O 0.7663 2.0204 -0.5421 -0.69
C -0.7990 0.5526 1.2394 -0.76
S -2.5549 0.9741 0.6579 -0.01
S -2.9900 2.6765 1.3680 -0.19
C -1.6701 3.6373 0.3844 -0.37
H 1.4696 -0.0566 0.7698 0.41
H 1.4429 -1.0734 -0.5554 0.02
H -1.0746 -0.8067 -0.5833 -0.62
H -0.5249 1.2310 -2.0138 0.07
H 0.9568 0.7410 -1.8817 0.41
H -0.9817 -0.1340 2.1074 0.27
H -0.2140 1.3830 1.6011 0.41
H -1.8375 4.6730 0.7227 0.37
H -1.7538 3.4784 -0.6639 0.20
H -0.6656 3.1887 0.5504 -0.05
H 3.4614 -1.8693 -1.7929 0.28
H 2.5050 -2.7429 -2.6173 0.28
O 2.9554 -2.7052 -1.8872 -0.68
H -3.0295 -2.6020 0.1801 0.41
H -4.0741 -3.3796 -0.6127 0.27
O -3.5747 -2.5984 -0.6396 -0.63
H 2.3343 -5.1578 -0.7107 0.29
H 1.9185 -3.7825 -0.9157 0.42
O 1.5984 -4.5721 -0.5152 -0.69
H 2.3341 2.7043 -1.9310 0.37
H 2.2670 3.6235 -3.0199 0.26
O 2.8758 3.0526 -2.7011 -0.68
H -2.2005 -1.2920 -2.2284 0.29
H -2.3624 -0.0728 -3.0627 0.29
O -1.9463 -0.9308 -3.0252 -0.60
H 0.5898 -0.8798 -3.3026 0.29
H 0.3328 -2.3623 -3.1822 0.33
O 1.0368 -1.7602 -3.3940 -0.66
H -1.2036 -3.1228 1.7254 0.44
H -2.1405 -2.3507 2.6305 0.35
O -2.1662 -3.0708 1.9346 -0.77
H 2.9696 0.3282 2.6970 0.35
H 3.0693 1.0379 3.9311 0.26
O 3.3730 0.2963 3.5736 -0.68
H 0.5359 -3.9553 0.7654 0.36
H 0.7125 -4.4430 2.1420 0.25
O 0.2914 -3.7185 1.6516 -0.63
H 1.5985 1.7236 -0.0323 0.54
H 3.3846 0.8329 0.4716 0.05
O 2.5551 1.0532 0.8518 -0.93
H 2.4081 2.5929 1.1736 0.43
H 3.2119 3.5632 0.4598 0.28
O 2.4722 3.5549 1.0936 -0.72
```

Properties
lowest unoccupied orbital energy	2.53	eV
total charge	-1
HOMO-LUMO gap	7.5	eV
highest occupied orbital energy	-5.017	eV

=====

ORCA calculation (the ωB97M-V functional and the def2-TZVPD basis) on the molecule C2H3N5O at a distorted geometry.

```
11
Properties=species:S:1:pos:R:3:mulliken_charge:R:1
C 0.1326 -0.4813 -1.0907 0.08
C 0.3424 0.3366 1.1249 0.65
H -0.0718 -1.0536 -2.7882 0.26
H 0.7523 -1.2649 -0.5680 0.15
H 1.5892 -1.1903 0.9088 0.26
N -0.5490 -0.4251 -2.2079 -0.53
N -0.0951 0.6103 -0.1516 0.09
N -1.5001 1.5347 1.2886 0.00
N -0.4757 1.2016 1.9594 -0.23
N 1.1638 -0.4746 1.5728 -0.62
O -1.2888 1.2067 -0.0482 -0.11
```

Properties
ΔE to the lowest compared entry with this formula, charge and spin	126.0	kcal/mol
lowest unoccupied orbital energy	-0.56	eV
total charge	0
HOMO-LUMO gap	9.3	eV
SMILES	[H]/N=c1/nnon1/C=N/[H]
highest occupied orbital energy	-9.891	eV

=====

ORCA calculation (the ωB97M-V functional and the def2-TZVPD basis) on the molecule C12H14N5OPS3 at a distorted geometry.

```
36
Properties=species:S:1:pos:R:3:mulliken_charge:R:1
N 2.5313 -2.5141 0.6274 -0.51
C 2.9126 -2.7225 -0.8140 -0.46
C 3.0901 -1.2440 -1.4752 -0.89
C 2.0324 -0.2859 -0.7476 0.31
C 2.3896 0.8205 0.2982 0.23
P 4.2554 1.0107 0.6782 0.16
S 4.7087 2.7460 1.4318 -0.41
C 1.2862 1.7314 1.0098 -0.87
C -0.2285 1.5356 0.6340 0.36
C -1.2661 2.4968 1.3614 -0.64
C -2.8126 2.1630 1.1388 -0.72
S -3.4198 0.6248 1.9807 -0.13
C -4.4682 -0.2622 0.7271 0.46
N -4.8640 -1.6451 0.6492 -0.34
N -5.5963 -1.6718 -0.5169 -0.28
C -5.6880 -0.4082 -1.2023 0.01
O -4.9654 0.5056 -0.3780 -0.21
C -0.5309 0.4459 -0.4407 0.41
N -1.8364 0.1263 -0.9674 -0.31
S -1.7084 -1.1565 -2.0857 0.15
N -0.0277 -1.4591 -2.0990 -0.58
C 0.5057 -0.5000 -1.1603 0.32
H 2.9662 -3.2487 1.2118 0.22
H 1.5040 -2.5888 0.7137 0.21
H 3.8534 -3.3655 -0.8900 0.40
H 2.0487 -3.2993 -1.3148 0.24
H 2.7202 -1.3566 -2.5697 0.31
H 4.1657 -0.8632 -1.4688 0.27
H 5.0572 0.8056 -0.5087 0.07
H 4.5708 -0.0591 1.5843 0.12
H 1.6210 2.5267 1.7639 0.26
H -1.0895 3.5789 0.9989 0.34
H -1.0235 2.5213 2.4964 0.36
H -3.0189 2.1294 -0.0012 0.37
H -3.4679 3.0370 1.5248 0.45
H -6.2071 -0.1549 -2.1899 0.32
```

Properties
lowest unoccupied orbital energy	-1.56	eV
total charge	0
HOMO-LUMO gap	7.1	eV
SMILES	NCCc1c([PH2]=S)cc(CCSc2nnco2)c2nsnc12
highest occupied orbital energy	-8.652	eV

=====

ORCA calculation (the ωB97M-V functional and the def2-TZVPD basis) on a 2-piece molecular cluster, C3H11NO2 overall at a distorted geometry.

```
17
Properties=species:S:1:pos:R:3:mulliken_charge:R:1
C 0.2440 0.5660 1.8041 -0.77
C 0.7058 0.4468 0.3121 0.53
C -0.4742 0.2313 -0.6400 -1.59
O 1.8059 -0.4779 0.1598 -0.56
N -1.0665 1.0938 2.0663 -0.56
H 0.3750 -0.4409 2.2273 0.36
H 1.0148 1.1679 2.2708 0.34
H 1.2063 1.3558 -0.0665 0.19
H -1.1463 1.0793 -0.7510 0.32
H -0.3645 -0.0282 -1.6946 0.46
H -1.1074 -0.5748 -0.2197 0.43
H 1.9089 -0.5396 -0.7995 0.30
H -1.0677 2.0890 1.8727 0.26
H -1.8042 0.6071 1.5865 0.26
H -0.5762 -1.7271 -2.2993 0.37
H 0.5652 -2.6668 -2.7774 0.32
O -0.2190 -2.1817 -3.0516 -0.65
```

Properties
ΔE to the lowest compared entry with this formula, charge and spin	19.2	kcal/mol
lowest unoccupied orbital energy	0.67	eV
total charge	0
HOMO-LUMO gap	10.2	eV
SMILES	C[C@H](O)CN.O
highest occupied orbital energy	-9.493	eV

=====

ORCA calculation (the ωB97M-V functional and the def2-TZVPD basis) on a 2-piece molecular cluster, C4H11O overall at a distorted geometry.

```
16
Properties=species:S:1:pos:R:3:mulliken_charge:R:1
C -2.8305 -0.7128 -0.3458 -0.16
O -3.3423 -0.1962 -1.5873 -0.92
H -3.1363 -0.3411 0.7618 0.10
H -1.7550 -0.5391 -0.4879 -0.15
H -2.8102 -1.8569 -0.3125 0.15
C 3.0984 0.6622 0.0324 -1.05
C 2.1900 -0.0477 0.9722 -0.34
C 0.6546 0.3127 0.7968 -0.91
H 2.8251 0.7218 -1.0628 0.30
H 3.1076 1.7693 0.2772 0.25
H 4.1296 0.3370 0.1407 0.33
H 2.2948 -1.0626 0.6691 0.28
H 2.5369 -0.0127 1.9585 0.37
H -0.2156 -0.3856 1.1336 0.31
H 0.5337 0.2184 -0.3063 0.27
H 0.5526 1.4343 1.1938 0.18
```

Properties
ΔE to the lowest compared entry with this formula, charge and spin	39.7	kcal/mol
lowest unoccupied orbital energy	3.39	eV
total charge	-1
HOMO-LUMO gap	5.1	eV
highest occupied orbital energy	-1.666	eV

=====

ORCA calculation (the ωB97M-V functional and the def2-TZVPD basis) on a 4-piece molecular cluster, C26H22F24N4O10P2 overall at a distorted geometry.

```
88
Properties=species:S:1:pos:R:3:mulliken_charge:R:1
N -1.7952 1.7439 -0.0502 -0.53
C -1.1854 2.0692 -0.9810 -0.42
C -0.4868 2.5370 -2.2403 0.44
N 0.0520 1.4172 -2.9896 -0.22
O -1.4100 3.3086 -2.9812 -0.23
C -2.7317 2.8441 -2.9932 -0.16
O -3.6067 3.4313 -2.4417 -0.48
C -3.1154 1.5921 -3.7813 0.47
C -2.8629 0.3050 -3.3639 0.22
C -3.1937 -0.8139 -4.0944 -0.75
C -3.8086 -0.6226 -5.3180 -0.48
C -4.0940 0.6605 -5.7231 -0.55
C -3.7701 1.7782 -4.9885 -0.42
C 0.7310 3.4702 -1.9108 0.92
C 0.2682 4.6637 -1.1285 0.13
N -0.1063 5.6625 -0.6710 -0.50
O 1.7620 2.7889 -1.2335 -0.02
N 1.5776 2.6954 0.1910 0.07
O 1.5737 1.5710 0.4701 -0.14
P 1.4299 4.0333 -3.5661 -0.42
P 2.8005 2.5048 -4.3012 0.80
O 3.4663 1.6815 -3.2719 -0.43
O 2.0354 1.4968 -5.3159 -0.51
O 3.9304 3.2342 -5.1938 -0.53
H 0.0166 0.5840 -2.4175 0.32
H -0.4409 1.2996 -3.8670 0.39
H -2.3543 0.1694 -2.4102 0.43
H -2.9366 -1.7914 -3.6980 0.43
H -4.0429 -1.5007 -5.9125 0.39
H -4.5810 0.7918 -6.6870 0.38
H -4.0293 2.7618 -5.3681 0.48
H 2.2191 5.1636 -3.2604 0.16
H 1.8425 0.7082 -4.7910 0.32
H 4.6020 2.5429 -5.3089 0.35
C -5.6287 3.6688 1.8798 -0.81
C -6.5250 3.1435 0.7384 0.85
C -6.6001 3.9834 -0.5391 0.40
F -7.0928 5.2170 -0.3197 -0.24
F -7.4304 3.3871 -1.4313 -0.28
F -7.7625 2.9063 1.2282 -0.28
F -6.0175 1.9310 0.3764 -0.29
O -6.2478 4.3814 2.9531 -0.41
C -6.4936 5.7411 2.8430 0.82
C -7.9903 6.0664 2.8580 0.20
F -8.6444 5.4357 1.8663 -0.21
F -8.1772 7.3951 2.6891 -0.26
F -5.8662 6.2491 1.7680 -0.28
F -5.9254 6.3222 3.9211 -0.30
H -5.2318 2.7769 2.3637 0.42
H -4.7540 4.1974 1.5007 0.40
H -5.6159 4.0778 -1.0050 0.06
H -8.4370 5.7624 3.8073 0.23
C 3.4493 -1.2615 0.4494 -0.97
C 4.8797 -0.7006 0.3125 0.97
C 5.4214 -0.4986 -1.1077 0.30
F 5.4847 -1.6503 -1.8026 -0.22
F 6.6848 -0.0098 -1.0429 -0.29
F 5.7209 -1.4643 1.0429 -0.25
F 4.8686 0.5286 0.9045 -0.32
O 3.2957 -2.6604 0.7019 -0.28
C 3.3007 -3.5688 -0.3448 0.93
C 4.4928 -4.5288 -0.2840 0.69
F 5.6661 -3.8657 -0.2981 -0.25
F 4.4863 -5.3543 -1.3583 -0.31
F 3.2117 -2.9253 -1.5231 -0.30
F 2.1627 -4.2939 -0.2249 -0.31
H 3.0402 -0.7957 1.3457 0.41
H 2.8032 -0.9252 -0.3613 0.34
H 4.8062 0.2157 -1.6650 0.14
H 4.4598 -5.1310 0.6195 -0.17
C 4.1176 -5.0588 5.9108 -0.77
C 3.1976 -6.1331 6.5291 0.89
C 3.6174 -7.5976 6.3689 0.10
F 3.6889 -7.9750 5.0798 -0.21
F 2.7004 -8.3988 6.9612 -0.27
F 1.9397 -5.9461 6.0758 -0.27
F 3.1629 -5.8847 7.8689 -0.33
O 3.7676 -4.5225 4.6334 -0.35
C 4.1470 -5.1741 3.4724 0.72
C 2.9416 -5.6840 2.6718 0.28
F 2.1835 -6.5187 3.3998 -0.23
F 3.3567 -6.3734 1.5700 -0.28
F 5.0341 -6.1488 3.7434 -0.32
F 4.8049 -4.2666 2.7219 -0.18
H 4.0396 -4.1994 6.5761 0.40
H 5.1673 -5.3502 5.9478 0.32
H 4.5858 -7.7805 6.8423 0.28
H 2.3101 -4.8537 2.3480 0.17
```

Properties
lowest unoccupied orbital energy	-1.33	eV
total charge	0
HOMO-LUMO gap	8.8	eV
SMILES	N#C[C@@](N)(OC(=O)c1ccccc1)[C@@](C#N)(ON=O)PP(=O)(O)O.FC(F)C(F)(F)COC(F)(F)C(F)F.FC(F)C(F)(F)COC(F)(F)C(F)F.FC(F)C(F)(F)COC(F)(F)C(F)F
highest occupied orbital energy	-10.103	eV

=====

ORCA calculation (the ωB97M-V functional and the def2-TZVPD basis) on a 3-piece molecular cluster, C3H14N2O2 overall.

```
21
Properties=species:S:1:pos:R:3:mulliken_charge:R:1
C 1.9411 -1.6715 -0.6017 -1.24
C 1.0845 -0.4870 -0.1832 -0.35
N -0.2139 -0.9276 0.3274 -0.43
C -1.0527 0.1622 0.8040 -0.41
N -2.4813 -0.1123 0.7463 -0.71
H 2.1841 -2.2564 0.2758 0.33
H 2.8600 -1.2960 -1.0521 0.36
H 1.4320 -2.3164 -1.3203 0.29
H 1.6222 0.1055 0.5759 0.34
H 0.9109 0.2227 -0.9834 0.39
H -0.0244 -1.5478 1.1105 0.30
H -0.8831 1.0264 0.1531 0.21
H -0.7870 0.4928 1.8211 0.38
H -2.7558 -0.0459 -0.2316 0.31
H -2.6320 -1.0920 0.9704 0.26
H 1.1162 4.1781 1.8353 0.31
H 0.2417 3.1039 1.2391 0.31
O 0.7709 3.2985 2.0255 -0.62
H -1.1084 -0.9130 -2.0039 0.32
H -0.9448 0.0923 -3.1993 0.28
O -1.2801 -0.0166 -2.3089 -0.65
```

Properties
ΔE to the lowest compared entry with this formula, charge and spin	17.5	kcal/mol
lowest unoccupied orbital energy	0.78	eV
total charge	0
HOMO-LUMO gap	9.9	eV
SMILES	CCNCN.O.O
highest occupied orbital energy	-9.096	eV

=====

ORCA calculation (the ωB97M-V functional and the def2-TZVPD basis) on C30H41NOSeSiV as an isolated structure.

```
76
Properties=species:S:1:pos:R:3:mulliken_charge:R:1
V 0.6229 -0.9910 1.5250 0.42
C -0.9512 0.5116 1.8819 -0.83
Si -0.8665 1.5607 0.4082 -0.36
C 0.9780 1.6251 -0.0684 -0.83
N 1.5681 0.2490 -0.0457 1.39
C 1.3402 -0.4653 -1.3449 1.19
C 2.5437 -0.4594 -2.2906 -0.69
C 3.3046 0.8568 -2.2215 -0.85
C 3.8258 1.0842 -0.7940 -0.76
C 3.0209 0.2888 0.2373 -0.55
C -1.8137 0.7992 -1.0330 -0.09
C -1.7330 1.3321 -2.3239 0.26
C -2.4440 0.7854 -3.3806 -0.82
C -3.2713 -0.3101 -3.1649 -0.69
C -3.3749 -0.8499 -1.8932 -0.46
C -2.6483 -0.3016 -0.8416 -0.18
C -1.3959 3.3774 0.4606 0.82
C -0.6252 4.3142 1.1573 -0.26
C -1.0026 5.6459 1.2527 -0.70
C -2.1770 6.0756 0.6490 -0.46
C -2.9620 5.1660 -0.0438 -0.72
C -2.5726 3.8353 -0.1348 -0.25
H -1.9647 0.1392 2.0615 0.70
H -0.6432 1.0539 2.7781 0.25
H 1.5144 2.2248 0.6749 0.70
H 1.1547 2.1114 -1.0331 0.05
H 0.4724 -0.0097 -1.8178 0.09
H 1.0656 -1.4987 -1.1287 -1.72
H 2.1846 -0.6536 -3.3029 0.54
H 3.2177 -1.2836 -2.0386 0.35
H 2.6389 1.6706 -2.5173 0.22
H 4.1296 0.8633 -2.9345 0.52
H 3.8077 2.1473 -0.5476 0.23
H 4.8688 0.7682 -0.7164 0.50
H 3.1582 0.7040 1.2327 -0.32
H 3.3643 -0.7485 0.2836 0.44
H -1.1057 2.1999 -2.5093 0.43
H -2.3630 1.2154 -4.3714 0.41
H -3.8331 -0.7350 -3.9877 0.39
H -4.0202 -1.6996 -1.7135 0.50
H -2.7290 -0.7444 0.1446 0.28
H 0.2954 4.0068 1.6443 -0.02
H -0.3825 6.3472 1.7973 0.41
H -2.4779 7.1133 0.7192 0.37
H -3.8807 5.4920 -0.5157 0.39
H -3.2001 3.1429 -0.6852 0.32
C -2.0915 -4.1839 -2.6960 -1.71
C -1.3092 -3.9287 -1.4380 0.45
C -1.9359 -3.6120 -0.2479 -0.60
C -1.2270 -3.3943 0.9347 1.74
C -1.9952 -3.1366 2.2020 -1.57
C 0.1760 -3.4980 0.9250 -1.15
Se 1.1971 -3.2371 2.5422 -0.20
C 0.8314 -3.8176 -0.2890 0.83
C 2.3274 -3.9472 -0.3620 -1.59
C 0.0800 -4.0244 -1.4345 -0.46
H -3.1192 -3.8344 -2.6014 0.31
H -2.1237 -5.2508 -2.9282 0.40
H -1.6426 -3.6764 -3.5514 0.36
H -3.0175 -3.5351 -0.2200 0.33
H -3.0649 -3.0861 1.9968 0.36
H -1.6933 -2.2078 2.6886 0.21
H -1.8095 -3.9323 2.9268 0.41
H 2.8216 -3.1094 0.1331 0.24
H 2.6589 -4.0012 -1.3998 0.34
H 2.6710 -4.8435 0.1585 0.37
H 0.5973 -4.2641 -2.3589 0.38
C 1.4683 2.0108 4.0836 -0.80
C 2.4566 0.8838 3.8975 -0.58
O 1.9372 -0.2475 3.1678 -0.54
H 1.9484 2.8317 4.6200 0.48
H 0.5994 1.6943 4.6618 0.30
H 1.1161 2.3860 3.1234 0.03
H 2.8267 0.5193 4.8572 0.44
H 3.3243 1.2211 3.3308 0.31
H 1.3534 -0.7359 3.7698 0.32
```

Properties
multiplicity	4
ΔE to the lowest compared entry with this formula, charge and spin	0.0	kcal/mol
lowest unoccupied orbital energy (alpha / beta)	0.44 / 0.43	eV
total charge	0
HOMO-LUMO gap (alpha / beta)	7.2 / 8.0	eV
highest occupied orbital energy (alpha / beta)	-6.757 / -7.559	eV
expectation value of S²	3.76

=====

Number 1: electronic energy -1925.56489 hartree. Number 2: electronic energy -426.85676 hartree. Number 3: electronic energy -2350.30395 hartree. Number 4: electronic energy -326.10088 hartree. Number 5: electronic energy -234.14804 hartree. Number 6: electronic energy -5054.80036 hartree. Number 7: electronic energy -382.67194 hartree. Number 8: electronic energy -4932.69198 hartree.